Entry 1:
# C24H56N8O8

A structure of composition C24H56N8O8 at a distorted geometry (ωB97M-V with the def2-TZVPD basis set, the Open Molecules 2025 dataset).

The calculation puts the total energy at -54053.3763 eV. The lowest unoccupied orbital energy comes out at -0.4601 eV. For the gap between HOMO and LUMO, the calculation gives 6.701 eV. The calculation puts the energy above the lowest of the compared OMol25 structures with the same formula, charge and spin at 4684.9 kJ/mol.

```
96
Properties=species:S:1:pos:R:3:mulliken_charge:R:1
C -2.39719 -5.35456 2.03893 -1.125
C -1.49391 -4.66682 1.01033 0.729
O -1.26261 -5.23993 -0.07341 -0.708
N -0.88539 -3.57747 1.34120 -0.095
C 0.13549 -2.82695 0.62539 -0.964
H -2.39298 -4.81031 2.98332 0.253
H -1.97129 -6.32104 2.30844 0.287
H -3.41146 -5.53543 1.68306 0.296
H -1.17157 -3.15609 2.21335 0.331
H 0.45142 -3.20699 -0.34614 0.536
H 1.06250 -2.69215 1.18268 1.265
H -0.24546 -1.81488 0.48861 0.043
C 0.69837 2.01632 -4.33970 -0.834
C 1.56832 2.37523 -3.08380 0.782
O 2.84199 2.52406 -3.25456 -0.730
N 0.95551 2.64108 -1.91454 0.609
C 1.70578 3.07558 -0.73784 -0.709
H -0.22668 1.55361 -3.99576 -0.919
H 1.21654 1.40630 -5.07962 0.368
H 0.43961 2.88485 -4.94535 0.402
H -0.05412 2.65706 -1.89244 0.067
H 1.01498 3.03262 0.10422 1.054
H 1.92592 4.13583 -0.86230 0.442
H 2.58000 2.43161 -0.64222 0.321
C 2.00317 -0.49941 3.57307 -0.763
C 1.32932 -1.20265 2.39502 1.331
O 0.14398 -1.30269 2.30461 -0.660
N 2.02537 -1.60940 1.31235 -0.512
C 3.45746 -1.60466 0.97789 -1.160
H 3.08470 -0.38114 3.50661 0.177
H 1.84351 -1.14778 4.43459 0.356
H 1.41726 0.39550 3.78272 -0.438
H 1.36886 -1.94716 0.62314 -0.429
H 3.53011 -0.83325 0.21124 0.221
H 3.57373 -2.62530 0.61337 0.368
H 4.05210 -1.38861 1.86548 0.489
C -0.31502 2.77265 3.17686 -1.161
C 0.34556 1.73765 4.02369 0.144
O 1.60098 1.69655 4.13551 -0.670
N -0.38178 0.86602 4.70114 0.081
C 0.13844 -0.15829 5.65974 -0.913
H -1.29123 2.36920 2.90789 -0.460
H 0.27006 2.92427 2.26978 0.507
H -0.43354 3.68283 3.76476 0.720
H -1.37640 0.81510 4.53315 0.236
H 0.94679 0.21702 6.28729 0.314
H 0.37380 -1.07935 5.12648 0.220
H -0.65170 -0.36634 6.38120 0.438
C -1.24054 2.99814 -0.74176 -0.210
C -1.40081 3.18336 0.75115 0.676
O -0.38870 3.26906 1.47838 -0.594
N -2.64516 3.17266 1.27432 -0.088
C -2.87994 3.31858 2.68729 -0.928
H -0.18335 2.89809 -0.98759 -1.186
H -1.60033 3.92703 -1.18428 0.768
H -1.87337 2.20728 -1.14445 0.599
H -3.46838 3.21586 0.69076 0.294
H -2.75520 2.41234 3.27998 0.299
H -3.89235 3.68103 2.86550 0.445
H -2.25697 4.13463 3.05344 0.357
C -0.93026 0.37408 -4.05180 0.031
C -1.82156 -0.76242 -3.49356 0.152
O -1.35565 -1.53870 -2.72846 -0.502
N -3.12672 -0.78668 -3.75977 -0.208
C -3.82368 0.34077 -4.32470 -0.911
H 0.03467 0.24856 -3.56062 -0.940
H -1.37970 1.30680 -3.71102 0.999
H -0.85530 0.24548 -5.13159 0.626
H -3.69960 -1.50623 -3.34246 0.344
H -3.47775 0.55594 -5.33571 0.290
H -3.90545 1.12990 -3.57724 0.258
H -4.84860 0.03860 -4.53998 0.378
C 2.47849 -3.21381 -0.74034 0.285
C 2.59477 -2.50352 -2.10346 0.358
O 3.65875 -2.60680 -2.76724 -0.797
N 1.56154 -1.75860 -2.46974 0.334
C 1.46314 -0.95879 -3.65047 -0.950
H 2.50456 -4.27768 -0.97614 0.517
H 1.55948 -3.02772 -0.18455 1.073
H 3.34414 -2.92321 -0.14511 -0.371
H 0.92086 -1.46506 -1.74624 0.640
H 2.18132 -0.17240 -3.88266 0.248
H 0.47406 -0.50689 -3.72544 0.768
H 1.56382 -1.63037 -4.50308 0.416
C -0.39383 0.10631 -1.60440 -0.329
C 0.35918 -0.60756 -0.46466 0.182
O 0.64413 -1.77140 -0.65906 -0.919
N 0.70450 0.03944 0.67444 0.129
C 0.17976 1.30525 1.24630 -0.435
H -0.59234 1.15037 -1.36228 -1.185
H -1.26584 -0.48682 -1.87989 1.298
H 0.18614 0.01655 -2.52293 -1.690
H 1.23563 -0.45993 1.37345 0.778
H 0.57697 1.37800 2.25874 -0.420
H -0.90421 1.34366 1.35422 0.432
H 0.60005 2.10433 0.63562 -1.447
```

=====

Entry 2:
# C24H58GaIN5O

A structure of composition C24H58GaIN5O at a distorted geometry (ωB97M-V with the def2-TZVPD basis set, the Open Molecules 2025 dataset).

The net charge is -1. The calculation puts the total energy at -95804.3026 eV. The lowest unoccupied orbital energy comes out at 2.3290 eV. For the gap between HOMO and LUMO, the calculation gives 6.485 eV.

```
90
Properties=species:S:1:pos:R:3:mulliken_charge:R:1
C 2.89197 2.18960 -2.52122 -1.440
C 2.13169 3.33959 -1.86695 -0.345
C 1.66168 3.17732 -0.38777 -0.119
I 2.36049 1.39713 0.60377 -0.006
Ga 2.16967 4.84042 0.71055 0.366
C 1.58023 4.60152 2.65718 -0.840
N 2.73050 4.64658 3.59042 -0.281
C 3.26830 3.36040 3.98793 -0.769
N 4.14053 5.03472 0.68344 -0.438
C 4.54345 5.65884 -0.26095 0.646
O 4.95050 6.24497 -1.21087 -0.635
H 3.93162 2.15943 -2.20426 0.331
H 2.91886 2.36982 -3.60166 0.404
H 2.41009 1.22530 -2.38162 0.335
H 2.76825 4.22334 -1.91794 0.192
H 1.24265 3.54119 -2.46715 0.279
H 0.57461 3.12386 -0.38187 0.083
H 1.46302 6.11254 0.02530 -0.462
H 0.92019 5.43401 2.90891 0.442
H 1.02368 3.66321 2.78497 0.323
H 2.52021 5.20665 4.40091 0.243
H 4.23429 3.14854 3.52130 0.221
H 2.59547 2.53011 3.74779 0.156
H 3.41318 3.33937 5.07256 0.363
C 4.79602 -0.38999 2.88523 -1.526
C 4.15377 -1.75452 2.68963 -0.294
N 4.67046 -2.47014 1.53714 0.198
C 3.85994 -3.60678 1.14863 -0.623
C 3.73749 -4.78046 2.12984 -1.032
C 6.10621 -2.66831 1.51366 -0.730
C 6.75380 -3.39874 2.69872 -0.981
H 4.72863 0.20097 1.97280 0.306
H 4.27527 0.15242 3.67545 0.357
H 5.84572 -0.46272 3.17738 0.367
H 3.08195 -1.60359 2.53094 0.417
H 4.24987 -2.33412 3.62348 0.232
H 4.23201 -3.98203 0.19062 0.384
H 2.85339 -3.22995 0.94054 0.300
H 4.65418 -5.36756 2.18413 0.240
H 2.94391 -5.45381 1.79724 0.421
H 3.48113 -4.44556 3.13555 0.272
H 6.57919 -1.68704 1.42419 0.370
H 6.36273 -3.18809 0.58659 0.386
H 6.40628 -3.00924 3.65646 0.263
H 7.83691 -3.25994 2.66460 0.375
H 6.56688 -4.47208 2.67646 0.262
C -4.76829 -1.03507 1.82679 -1.577
C -3.84108 -0.36787 0.82109 0.015
N -2.72337 0.31333 1.43460 0.131
C -2.01982 1.20353 0.52461 -0.544
C -1.31834 0.57734 -0.68299 -0.418
C -1.88189 -0.49712 2.29801 -0.696
C -1.23639 -1.75458 1.70135 -0.780
H -5.09178 -0.32087 2.58539 0.343
H -5.65467 -1.41608 1.31608 0.411
H -4.29167 -1.87947 2.32685 0.301
H -4.42288 0.37767 0.27029 0.315
H -3.51998 -1.11900 0.07853 0.107
H -1.28880 1.77617 1.10147 0.258
H -2.74281 1.94186 0.15988 0.268
H -0.42173 0.03813 -0.38647 -0.125
H -1.00345 1.36549 -1.37052 0.361
H -1.96939 -0.10010 -1.24156 0.138
H -2.47879 -0.80024 3.16398 0.347
H -1.09962 0.14589 2.70699 0.400
H -1.95376 -2.35972 1.14306 0.237
H -0.84199 -2.37809 2.50728 0.378
H -0.40213 -1.51436 1.04381 0.123
C -5.44630 -1.34917 -6.43250 -1.424
C -5.89080 -1.62486 -5.00341 -0.368
N -4.79347 -1.61324 -4.05712 0.142
C -5.13570 -2.17352 -2.76306 -0.769
C -6.20157 -1.45802 -1.92527 -0.830
C -3.99413 -0.39857 -4.02893 -0.539
C -4.70742 0.92913 -3.74600 -0.911
H -4.64113 -2.02506 -6.72329 0.338
H -6.28339 -1.50103 -7.11583 0.438
H -5.10065 -0.32326 -6.56393 0.290
H -6.34359 -2.61999 -4.97171 0.454
H -6.68979 -0.91351 -4.73708 0.274
H -4.21760 -2.25712 -2.17478 0.351
H -5.46784 -3.20433 -2.92794 0.390
H -5.82830 -0.52484 -1.50588 0.038
H -6.49137 -2.09328 -1.08516 0.357
H -7.10635 -1.24606 -2.49671 0.385
H -3.48260 -0.30981 -4.99101 0.326
H -3.19289 -0.53726 -3.29965 0.196
H -5.61021 1.04684 -4.34802 0.304
H -4.04147 1.75844 -3.99166 0.395
H -4.97800 1.03742 -2.69647 0.155
```